A molecular structure, C24H19N4O3SZn. Source: the Open Molecules 2025 dataset; level of theory: ωB97M-V/def2-TZVPD.

The geometry in XYZ format:
```
52
Properties=species:S:1:pos:R:3:forces:R:3
Zn -0.249 -0.336 -0.012 -0.34 -0.30 0.26
C -1.677 1.019 2.763 0.12 0.14 -0.13
C -0.217 0.750 2.936 0.14 0.04 0.02
C 0.531 1.344 3.952 0.01 -0.02 0.01
C 1.878 1.060 4.053 -0.01 0.00 0.01
C 2.461 0.167 3.163 -0.01 -0.09 -0.12
C 1.674 -0.371 2.163 -0.12 0.11 0.37
N 0.366 -0.064 2.058 0.04 -0.09 0.00
C 2.159 -1.354 1.157 0.05 -0.26 -0.07
C 3.415 -1.935 1.081 -0.05 -0.02 0.11
C 3.629 -2.888 0.092 0.03 0.07 0.00
C 2.626 -3.224 -0.802 -0.14 0.01 -0.15
C 1.409 -2.564 -0.692 0.20 0.09 0.11
N 1.223 -1.688 0.280 0.34 -0.12 -0.06
C 0.234 -2.690 -1.593 -0.27 -0.24 -0.27
C 0.211 -3.545 -2.677 0.08 0.07 0.11
C -0.935 -3.606 -3.459 -0.09 0.03 0.02
C -2.025 -2.829 -3.126 0.04 -0.02 0.00
C -1.947 -1.979 -2.023 0.05 -0.02 -0.05
C -3.105 -1.119 -1.621 0.06 -0.05 -0.05
N -0.835 -1.915 -1.292 0.02 0.01 0.14
H -2.183 1.100 3.722 -0.02 -0.02 0.00
H -2.134 0.219 2.179 -0.08 0.00 0.06
H -1.808 1.958 2.220 -0.02 -0.03 0.01
H 0.053 2.024 4.643 -0.02 -0.03 0.01
H 2.480 1.521 4.824 -0.03 -0.02 0.03
H 3.503 -0.106 3.255 0.01 0.05 -0.03
H 4.203 -1.672 1.772 0.00 -0.01 -0.01
H 4.598 -3.361 0.004 0.00 -0.01 0.03
H 2.808 -3.945 -1.584 0.01 -0.02 0.01
H 1.075 -4.146 -2.919 -0.01 -0.01 0.00
H -0.972 -4.263 -4.317 0.00 0.01 -0.01
H -2.934 -2.859 -3.711 0.00 -0.01 0.00
H -3.936 -1.743 -1.287 -0.01 0.03 0.02
H -3.456 -0.519 -2.460 0.02 0.02 0.02
H -2.824 -0.453 -0.804 -0.06 0.05 -0.01
O 1.409 0.778 -3.961 -0.12 0.21 -0.06
S 1.981 0.697 -2.656 0.17 -0.35 0.07
O 2.939 -0.348 -2.418 -0.08 -0.14 0.24
N 0.776 0.641 -1.508 0.50 0.39 -0.53
C 0.781 1.730 -0.745 -0.02 0.56 -0.19
O -0.066 1.846 0.169 -0.14 -0.13 0.05
C 1.881 2.677 -1.031 0.08 0.27 0.03
C 2.228 3.823 -0.336 -0.04 0.02 0.01
C 3.383 4.492 -0.718 -0.05 0.02 0.06
C 4.162 4.034 -1.776 -0.02 -0.02 -0.03
C 3.805 2.891 -2.484 0.00 -0.06 -0.16
C 2.661 2.237 -2.086 -0.30 -0.18 0.13
H 1.614 4.178 0.482 0.01 -0.03 0.02
H 3.688 5.378 -0.178 -0.01 0.02 -0.04
H 5.060 4.574 -2.045 0.00 -0.02 -0.03
H 4.396 2.515 -3.308 0.06 0.06 0.03
```
Positions in Å, forces in eV/Å.

Its orbital gap is 8.6 eV. As for the net charge: +1. Its LUMO energy is -0.126 Eh.

Mulliken population analysis, charges in e, atoms 1 to 4: number 1, Zn, carries -0.034; number 2, C, carries -1.570; number 3, C, carries 1.085; number 4, C, carries -0.704

---

A molecular structure, C24H19N6O11PV. Source: the Open Molecules 2025 dataset; level of theory: ωB97M-V/def2-TZVPD.

The geometry in XYZ format:
```
62
Properties=species:S:1:pos:R:3:forces:R:3
V 0.007 0.861 -0.791 0.17 0.31 0.46
O 2.414 -0.870 1.887 -0.13 0.02 0.10
C 1.589 -0.107 1.463 0.28 0.17 -0.04
O 1.235 -0.128 0.174 0.18 -0.34 0.02
C 0.956 0.968 2.282 -0.16 -0.13 0.24
C 1.023 0.853 3.664 -0.08 0.14 0.01
C 0.403 1.810 4.444 -0.01 -0.08 -0.14
C -0.274 2.886 3.901 0.01 -0.08 -0.12
C -0.324 3.004 2.525 0.09 -0.08 0.10
C 0.296 2.056 1.696 0.11 0.11 0.39
O 0.297 2.196 0.375 -0.14 -0.32 -0.47
N -1.047 4.166 1.974 0.20 0.00 -0.17
O -1.287 4.181 0.779 -0.07 -0.07 -0.02
O -1.344 5.040 2.745 -0.10 0.11 0.16
N 0.454 1.678 5.916 0.12 0.12 -0.08
O 1.139 0.785 6.357 0.00 -0.12 0.07
O -0.175 2.485 6.559 -0.07 0.02 0.06
H 1.541 0.017 4.115 -0.01 0.01 0.00
H -0.757 3.616 4.534 0.01 -0.01 0.00
O -1.739 -1.624 1.521 -0.08 0.02 -0.16
C -1.467 -1.078 0.498 0.02 -0.32 0.18
O -1.264 0.242 0.376 0.21 0.25 -0.17
C -1.277 -1.739 -0.835 -0.13 -0.23 0.17
C -1.741 -3.028 -1.093 0.07 0.04 -0.06
C -1.590 -3.506 -2.366 -0.01 0.07 0.11
C -1.021 -2.686 -3.360 0.03 0.05 -0.03
C -0.921 -3.113 -4.707 0.02 0.06 -0.01
C -0.429 -2.277 -5.663 -0.01 -0.02 0.04
C -0.025 -0.971 -5.313 0.01 0.02 0.02
C -0.088 -0.529 -4.021 -0.04 0.02 -0.08
C -0.575 -1.387 -3.010 0.05 -0.07 -0.18
N -0.676 -0.970 -1.714 0.07 0.28 0.05
H -2.204 -3.590 -0.296 -0.03 -0.01 0.02
H -1.934 -4.496 -2.633 -0.01 -0.04 0.00
H -1.264 -4.107 -4.959 -0.01 -0.04 -0.02
H -0.367 -2.599 -6.693 0.00 -0.01 -0.02
H 0.324 -0.300 -6.088 -0.01 0.01 -0.01
H 0.188 0.485 -3.777 0.00 -0.04 -0.01
C 3.681 1.117 -3.519 -0.06 -0.02 0.07
P 2.901 0.463 -2.046 0.28 -0.08 -0.06
C 2.859 -1.319 -2.185 0.03 0.05 -0.01
C 3.885 0.945 -0.623 -0.04 -0.01 -0.07
O 1.475 1.079 -2.011 -0.42 -0.19 0.21
H 4.658 0.655 -3.651 0.05 -0.02 0.00
H 3.805 2.195 -3.428 -0.02 0.01 0.02
H 3.061 0.901 -4.389 -0.01 -0.02 0.01
H 3.884 -1.691 -2.186 0.05 -0.02 0.00
H 2.375 -1.601 -3.120 -0.01 0.01 -0.01
H 2.326 -1.748 -1.338 0.02 0.04 0.01
H 4.913 1.115 -0.943 0.03 -0.02 0.00
H 3.867 0.171 0.144 -0.02 0.00 -0.02
H 3.491 1.874 -0.210 0.00 0.00 -0.04
N -1.536 3.951 -2.259 -0.05 0.15 0.00
C -1.913 2.668 -2.283 -0.48 -0.14 -0.19
O -1.024 1.815 -1.786 -0.37 0.26 -0.42
C -3.097 2.173 -2.792 0.50 0.47 0.24
C -3.365 0.785 -2.761 0.04 -0.10 -0.04
N -3.555 -0.348 -2.721 0.04 -0.20 0.03
C -4.052 3.088 -3.311 -0.05 -0.19 -0.08
N -4.804 3.833 -3.757 -0.04 0.20 0.01
H -0.871 4.218 -1.547 -0.03 0.00 -0.03
H -2.227 4.646 -2.504 0.00 0.00 -0.01
```
Positions in Å, forces in eV/Å.

Its orbital gap is 5.8 eV. As for the net charge: +1. Its LUMO energy is -0.223 Eh.

Mulliken population analysis, charges in e, atoms 1 to 4: number 1, V, carries 0.163; number 2, O, carries -0.622; number 3, C, carries 0.248; number 4, O, carries 0.041

---

A molecular structure, C24H19N7O2S4Sr. Source: the Open Molecules 2025 dataset; level of theory: ωB97M-V/def2-TZVPD.

The geometry in XYZ format:
```
57
Properties=species:S:1:pos:R:3:forces:R:3
Sr -0.588 1.069 -1.342 -0.19 0.67 0.00
C 3.754 -0.807 -2.985 -0.07 0.10 -0.07
C 2.656 0.020 -2.810 0.01 -0.06 0.01
N 1.898 -0.046 -1.720 -0.14 -0.06 0.20
C 2.245 -0.931 -0.782 0.18 -0.09 -0.04
C 3.335 -1.781 -0.995 -0.10 0.01 0.03
N 4.083 -1.725 -2.085 0.05 -0.01 -0.05
C 1.500 -0.962 0.508 -0.02 -0.06 0.26
C 2.159 -1.332 1.672 -0.13 0.06 0.06
C 1.458 -1.305 2.875 -0.04 0.03 -0.11
C 0.145 -0.858 2.857 -0.02 0.04 0.01
C -0.431 -0.432 1.664 0.18 -0.31 0.01
N 0.232 -0.556 0.511 -0.06 0.19 -0.09
C -1.800 0.165 1.635 -0.03 -0.08 0.15
C -2.452 0.547 2.804 0.05 -0.06 -0.14
N -3.670 1.071 2.794 -0.07 -0.06 0.14
C -4.238 1.258 1.616 -0.12 -0.02 -0.24
C -3.596 0.907 0.430 0.10 -0.04 0.26
N -2.394 0.346 0.451 0.18 -0.02 -0.10
C 2.106 -1.715 4.140 0.08 -0.05 0.17
C 3.050 -2.739 4.168 -0.11 0.05 0.05
C 3.627 -3.087 5.379 0.02 -0.05 -0.10
N 3.337 -2.495 6.531 0.05 -0.02 0.11
C 2.441 -1.515 6.502 -0.06 0.07 -0.01
C 1.800 -1.091 5.347 0.09 -0.04 -0.10
H 4.367 -0.726 -3.874 0.03 -0.04 0.02
H 2.387 0.754 -3.560 -0.02 0.01 0.01
H 3.593 -2.541 -0.268 -0.01 0.00 0.00
H 3.208 -1.586 1.665 0.03 -0.01 -0.02
H -0.423 -0.840 3.775 0.01 0.00 0.02
H -1.982 0.457 3.773 0.00 0.00 0.00
H -5.222 1.708 1.594 0.00 0.01 0.04
H -4.045 1.092 -0.537 0.01 0.05 0.00
H 3.313 -3.285 3.272 0.00 0.00 -0.03
H 4.357 -3.888 5.423 0.00 0.00 0.00
H 2.224 -1.035 7.450 0.00 0.00 -0.01
H 1.107 -0.263 5.391 -0.03 0.02 -0.01
O -4.438 4.911 2.546 -0.05 0.00 0.05
C -3.580 4.525 1.792 0.10 -0.01 -0.10
S -3.775 4.398 0.037 -0.03 0.08 0.13
C -2.182 3.755 -0.353 0.18 -0.18 -0.13
C -1.342 3.557 0.696 0.11 -0.19 -0.11
S 0.280 2.852 0.814 -0.25 0.08 -0.40
S -1.966 4.003 2.284 -0.10 0.13 0.00
S -2.013 3.435 -2.092 0.14 -0.09 0.23
C -0.648 -0.856 -6.875 0.02 -0.03 -0.01
N -1.171 -0.367 -5.614 0.04 -0.04 0.03
C -2.203 0.664 -5.640 -0.01 0.03 0.03
C -0.668 -0.750 -4.446 -0.06 0.17 -0.22
O -1.048 -0.297 -3.366 0.17 -0.15 0.09
H -1.438 -1.333 -7.456 0.00 0.01 0.01
H 0.136 -1.588 -6.685 0.00 0.00 -0.01
H -0.229 -0.035 -7.459 0.00 -0.01 0.01
H -2.704 0.630 -6.604 -0.01 0.00 0.00
H -1.767 1.654 -5.491 -0.01 0.00 -0.01
H -2.921 0.489 -4.843 0.01 0.01 0.00
H 0.135 -1.498 -4.513 -0.07 -0.05 0.00
```
Positions in Å, forces in eV/Å.

Its orbital gap is 4.7 eV. Its LUMO energy is -0.046 Eh.

Mulliken population analysis, charges in e, atoms 1 to 4: number 1, Sr, carries 1.476; number 2, C, carries -0.360; number 3, C, carries -0.468; number 4, N, carries 0.041

---

A molecular structure, C24H20AuClNPSe. Source: the Open Molecules 2025 dataset; level of theory: ωB97M-V/def2-TZVPD.

The geometry in XYZ format:
```
49
Properties=species:S:1:pos:R:3:forces:R:3
C 0.788 1.262 1.778 0.09 1.67 1.69
C 1.807 0.891 0.917 1.55 0.43 -1.50
C 1.601 1.511 -0.393 1.08 0.26 1.18
H 2.634 0.296 1.226 0.45 -0.16 -0.04
C 0.422 2.206 -0.401 -1.24 1.66 0.57
C -0.121 2.126 0.998 -0.70 1.88 -0.42
H -1.064 2.826 1.205 4.06 3.55 -0.70
H 0.501 0.897 2.775 0.64 0.31 -0.64
H 2.240 1.427 -1.239 0.55 -0.18 -0.38
H -0.161 2.721 -1.191 0.93 -0.51 0.55
Au -0.061 -0.145 -0.050 -0.75 -2.98 -0.48
Cl -1.857 0.062 -1.523 -1.41 -0.11 -1.21
P 0.946 -1.696 -1.303 0.42 -0.72 0.09
C 1.747 -1.029 -2.775 0.47 0.18 -0.68
C 3.016 -1.469 -3.188 -0.08 0.16 -0.04
H 3.570 -2.185 -2.586 -0.10 0.12 -0.10
C 3.579 -0.994 -4.374 -0.11 0.03 0.06
H 4.566 -1.340 -4.678 -0.22 0.07 0.08
C 2.881 -0.084 -5.168 -0.08 -0.08 0.17
H 3.322 0.285 -6.093 -0.10 -0.08 0.20
C 1.614 0.345 -4.774 0.11 -0.09 0.06
H 1.058 1.047 -5.393 0.11 -0.15 0.15
C 1.052 -0.122 -3.588 0.00 0.00 0.07
H 0.059 0.208 -3.288 0.13 -0.02 -0.03
C 2.235 -2.524 -0.366 0.59 -0.71 0.31
C 3.386 -1.841 0.059 0.04 -0.17 -0.05
H 3.545 -0.804 -0.234 -0.01 -0.29 -0.03
C 4.341 -2.481 0.846 -0.16 -0.03 -0.09
H 5.232 -1.939 1.160 -0.20 -0.11 -0.07
C 4.157 -3.810 1.228 -0.16 0.03 -0.09
H 4.901 -4.310 1.845 -0.14 0.10 -0.13
C 3.014 -4.495 0.817 0.07 0.14 0.05
H 2.860 -5.530 1.114 0.04 0.18 -0.05
C 2.058 -3.860 0.028 0.16 0.20 -0.02
H 1.168 -4.399 -0.287 0.20 0.05 0.07
C -0.112 -2.997 -1.922 -0.47 -0.83 -0.46
C 0.282 -3.695 -3.072 -0.24 -0.14 0.04
H 1.184 -3.403 -3.604 -0.16 -0.07 0.08
C -0.479 -4.761 -3.549 0.01 0.09 0.07
H -0.158 -5.290 -4.445 -0.08 0.10 0.18
C -1.646 -5.140 -2.888 0.12 0.19 0.12
H -2.241 -5.970 -3.263 0.10 0.18 0.08
C -2.048 -4.446 -1.745 0.08 -0.05 -0.04
H -2.961 -4.735 -1.227 0.20 0.08 -0.11
C -1.289 -3.384 -1.260 0.23 0.06 -0.16
H -1.611 -2.844 -0.373 0.04 -0.01 -0.15
Se -2.692 3.272 2.877 0.41 -1.84 -0.45
C -1.895 1.956 1.946 -1.66 -0.83 0.20
N -1.254 1.165 1.214 -4.82 -1.57 2.04
```
Positions in Å, forces in eV/Å.

As for the spin multiplicity: 3. Its orbital gap (spin up / spin down) is 5.3 / 6.4 eV. Its LUMO energy (spin up / spin down) is 0.004 / -0.047 Eh.

Mulliken population analysis, charges in e, atoms 1 to 4: number 1, C, carries -0.969; number 2, C, carries -0.793; number 3, C, carries -0.416; number 4, H, carries 0.654

---

Calculated DFT total energy, -3548.13606 -3367.26226 -3083.35070 -4319.66211 a.u. (same order as the records).